i:
Formula: C5H7NO3S
Source: OMol25
Level of theory: ωB97M-V with the def2-TZVPD basis set

```
17
Properties=species:S:1:pos:R:3:lowdin_charge:R:1
C 1.15 0.97 0.21 -0.074
C -1.43 1.29 0.49 -0.167
C -0.13 0.51 0.16 -0.236
C -0.55 -0.83 0.03 -0.403
C 2.45 0.26 0.10 -0.107
N 0.24 -1.79 -0.45 0.265
O -1.73 -1.16 0.38 -0.031
O -2.96 0.03 -1.39 -0.276
O -3.88 0.13 0.81 -0.274
S -2.70 0.21 0.00 0.682
H 1.31 2.05 0.49 0.131
H -1.35 2.19 0.06 0.016
H 2.80 0.22 -0.86 0.042
H 3.19 1.00 0.48 0.091
H 2.50 -0.69 0.62 0.082
H 1.08 -1.58 -0.85 0.076
H 0.00 -2.81 -0.28 0.182
```

2S+1: 1
Gap between HOMO and LUMO (alpha / beta) (eV): 6.719 / 6.717

ii:
Formula: C5H7NO3S
Source: OMol25
Level of theory: ωB97M-V with the def2-TZVPD basis set

```
17
Properties=species:S:1:pos:R:3:lowdin_charge:R:1
C -0.63 0.26 0.87 -0.473
C 0.25 -1.93 0.16 -0.501
C 0.47 1.26 0.74 -0.167
C 0.58 1.39 -0.79 -0.176
C -0.54 -0.66 -0.30 -0.225
N 0.27 0.04 -1.29 -0.036
O 1.47 -1.96 -0.34 0.115
O -0.20 -2.75 0.91 0.132
O -2.83 -0.72 1.71 -0.543
S -1.83 0.31 2.00 0.997
H 0.26 2.20 1.23 0.115
H 1.40 0.85 1.15 0.128
H -0.14 2.14 -1.15 0.122
H 1.58 1.68 -1.12 0.117
H -1.53 -0.99 -0.64 0.161
H -0.15 0.06 -2.21 0.134
H 1.55 -1.17 -0.94 0.102
```

2S+1: 1
Gap between HOMO and LUMO (alpha / beta) (eV): 8.916 / 8.916

Quick one: most stable of them? ii

i:
Formula: C3H9NS
Source: OMol25
Level of theory: ωB97M-V with the def2-TZVPD basis set

```
14
Properties=species:S:1:pos:R:3:lowdin_charge:R:1
N 0.55 -1.22 2.54 -0.022
C 1.18 -0.61 1.35 -0.281
C 0.14 -0.50 0.23 -0.307
C 0.15 0.83 -0.50 -0.610
S -1.04 0.90 -1.85 0.694
H 0.30 -2.18 2.34 0.063
H 1.14 -1.19 3.36 0.057
H 1.95 -1.30 0.98 0.101
H 1.62 0.35 1.61 0.108
H -0.84 -0.63 0.69 0.103
H 0.27 -1.34 -0.45 0.101
H -0.08 1.61 0.23 0.072
H 1.17 1.02 -0.87 0.073
H -1.46 -0.37 -1.78 -0.152
```

2S+1: 1
Structure (SMILES): NCCCS
Gap between HOMO and LUMO (eV): 10.071

ii:
Formula: C3H9NS
Source: OMol25
Level of theory: ωB97M-V with the def2-TZVPD basis set

```
14
Properties=species:S:1:pos:R:3:lowdin_charge:R:1
C 1.22 1.26 -0.43 -0.036
C 1.10 0.55 0.71 -0.315
N 0.32 0.99 1.77 0.039
H 1.69 0.84 -1.29 0.033
H 1.06 2.35 -0.41 0.057
H 1.32 -0.49 0.84 0.094
H -0.08 1.91 1.69 0.081
H 0.65 0.71 2.68 0.078
C -0.87 -1.68 -0.64 -0.461
S -2.53 -1.00 -1.12 0.593
H -0.92 -2.00 0.38 0.020
H -0.19 -0.85 -0.78 -0.029
H -0.69 -2.45 -1.39 0.022
H -2.07 -0.15 -2.03 -0.176
```

2S+1: 1
Structure (SMILES): C=CN.CS
Gap between HOMO and LUMO (eV): 9.458

Quick one: most stable of them? i

i:
Formula: C3H9NS
Source: OMol25
Level of theory: ωB97M-V with the def2-TZVPD basis set

```
14
Properties=species:S:1:pos:R:3:lowdin_charge:R:1
C -1.24 -3.31 -2.60 -0.148
N -0.26 -4.02 -2.23 0.007
H -2.18 -3.81 -2.81 0.056
H -1.23 -2.22 -2.53 0.052
H 0.62 -3.51 -2.38 0.035
C 0.19 2.22 2.46 -0.440
S 0.84 1.93 0.79 0.714
C -0.34 0.64 0.32 -0.447
H -0.65 2.90 2.43 0.031
H -0.16 1.32 2.98 0.038
H 1.07 2.55 3.01 0.023
H -1.32 0.97 0.66 0.029
H -0.08 -0.29 0.83 0.028
H -0.41 0.32 -0.72 0.024
```

2S+1: 1
Structure (SMILES): C=N.CSC
Gap between HOMO and LUMO (eV): 9.353

ii:
Formula: C3H9NS
Source: OMol25
Level of theory: ωB97M-V with the def2-TZVPD basis set

```
14
Properties=species:S:1:pos:R:3:lowdin_charge:R:1
C 2.32 -0.42 0.70 -0.162
N 2.16 -0.56 -0.54 0.023
H 1.82 -1.10 1.39 0.062
H 2.96 0.35 1.15 0.067
H 2.53 0.24 -1.05 0.044
C -1.56 -0.34 -1.48 -0.437
S -2.14 0.94 -0.35 0.722
C -1.06 0.69 1.07 -0.442
H -0.66 -0.03 -2.00 0.019
H -1.38 -1.28 -0.94 0.036
H -2.40 -0.55 -2.14 0.021
H -1.17 1.58 1.69 0.026
H -0.01 0.60 0.80 -0.006
H -1.42 -0.12 1.69 0.027
```

2S+1: 1
Structure (SMILES): C=N.CSC
Gap between HOMO and LUMO (eV): 9.352

Quick one: most stable of them? ii

i:
Formula: C3H9NS
Source: OMol25
Level of theory: ωB97M-V with the def2-TZVPD basis set

```
14
Properties=species:S:1:pos:R:3:lowdin_charge:R:1
C -1.89 0.92 0.37 -0.437
S -1.12 -0.53 -0.45 0.725
C 0.45 -0.90 0.56 -0.451
C 1.93 -0.30 0.07 -0.291
N 1.86 1.12 -0.29 -0.023
H -2.97 0.65 0.73 0.061
H -1.31 1.23 1.27 0.033
H -1.96 1.65 -0.40 -0.008
H 0.28 -0.64 1.67 0.090
H 0.64 -1.95 0.42 0.020
H 2.52 -0.30 0.99 0.093
H 2.22 -0.98 -0.81 0.123
H 1.34 1.58 0.43 0.051
H 1.29 1.07 -1.08 0.013
```

2S+1: 1
Structure (SMILES): CSCCN
Gap between HOMO and LUMO (eV): 9.519

ii:
Formula: C3H9NS
Source: OMol25
Level of theory: ωB97M-V with the def2-TZVPD basis set

```
14
Properties=species:S:1:pos:R:3:lowdin_charge:R:1
C -1.96 3.46 -1.50 -0.190
N -2.27 3.23 -0.29 -0.026
H -1.44 4.39 -1.76 0.049
H -2.29 2.77 -2.44 0.101
H -1.40 3.54 0.27 0.075
C 2.10 -2.17 0.96 -0.151
C 0.65 -2.29 0.35 -0.581
S -0.52 -1.07 1.09 0.631
H 2.03 -2.27 2.03 0.052
H 2.45 -1.19 0.92 0.035
H 2.76 -2.91 0.46 0.079
H 0.06 -3.11 0.56 -0.002
H 0.55 -2.29 -0.77 0.080
H -0.74 -0.09 0.12 -0.151
```

2S+1: 1
Structure (SMILES): C=N.CCS
Gap between HOMO and LUMO (eV): 9.814

iii:
Formula: C3H9NS
Source: OMol25
Level of theory: ωB97M-V with the def2-TZVPD basis set

```
14
Properties=species:S:1:pos:R:3:lowdin_charge:R:1
C -2.37 -2.60 2.56 -0.168
N -2.92 -2.83 1.46 0.007
H -1.29 -2.84 2.60 0.066
H -2.92 -2.48 3.48 0.056
H -3.94 -2.81 1.47 0.040
C 1.34 0.85 -0.02 -0.406
S 0.57 2.28 -1.02 0.616
C 1.60 2.13 -2.60 -0.407
H 0.86 -0.08 -0.34 0.011
H 2.51 1.15 -0.23 0.078
H 1.06 1.10 1.07 0.036
H 2.65 2.36 -2.39 0.013
H 1.11 2.80 -3.26 -0.006
H 1.74 0.98 -2.79 0.065
```

2S+1: 1
Structure (SMILES): C=N.CSC
Gap between HOMO and LUMO (eV): 9.337

iv:
Formula: C3H9NS
Source: OMol25
Level of theory: ωB97M-V with the def2-TZVPD basis set

```
14
Properties=species:S:1:pos:R:3:lowdin_charge:R:1
N 1.00 2.04 0.06 -0.016
C 0.48 0.84 -0.59 -0.289
C -0.09 -0.12 0.47 -0.268
C -1.01 -1.19 -0.14 -0.616
S -1.38 -2.68 0.78 0.687
H 0.59 2.91 -0.24 0.058
H 1.99 2.18 0.00 0.060
H -0.22 1.01 -1.40 0.109
H 1.37 0.37 -1.03 0.110
H 0.63 -0.70 1.06 0.093
H -0.59 0.55 1.17 0.103
H -0.61 -1.51 -1.10 0.060
H -1.96 -0.67 -0.32 0.070
H -0.19 -3.02 1.29 -0.160
```

2S+1: 1
Structure (SMILES): NCCCS
Gap between HOMO and LUMO (eV): 9.915

Quick one: most stable of them? iv

i:
Formula: C3H9NS
Source: OMol25
Level of theory: ωB97M-V with the def2-TZVPD basis set

```
14
Properties=species:S:1:pos:R:3:lowdin_charge:R:1
C 0.51 -2.04 -0.57 -0.126
N 0.34 -0.64 -0.99 -0.145
C -0.52 0.19 -0.12 -0.346
C 0.11 1.51 0.38 -0.578
S -1.04 1.98 1.67 0.699
H -0.40 -2.64 -0.72 0.074
H 1.27 -2.51 -1.19 0.072
H 0.65 -1.98 0.51 0.075
H 0.01 -0.51 -1.94 0.096
H -0.51 -0.46 0.77 0.081
H -1.56 0.35 -0.41 0.103
H 0.28 2.39 -0.24 0.062
H 1.16 1.39 0.65 0.080
H -0.31 2.97 2.22 -0.146
```

2S+1: 1
Structure (SMILES): CNCCS
Gap between HOMO and LUMO (eV): 9.851

ii:
Formula: C3H9NS
Source: OMol25
Level of theory: ωB97M-V with the def2-TZVPD basis set

```
14
Properties=species:S:1:pos:R:3:lowdin_charge:R:1
C -2.18 -0.27 -0.83 -0.149
N -0.81 0.18 -0.46 -0.197
C -0.10 -0.43 0.70 -0.563
S 1.65 -0.93 0.57 0.748
C 2.33 0.75 0.42 -0.436
H -2.78 -0.17 0.14 0.100
H -2.47 0.38 -1.64 0.059
H -2.20 -1.34 -1.18 0.081
H -0.30 -0.13 -1.33 0.099
H -0.66 -1.25 1.11 0.049
H -0.09 0.30 1.58 0.086
H 1.90 1.01 -0.59 0.031
H 3.51 0.50 0.29 0.078
H 2.19 1.42 1.23 0.014
```

2S+1: 1
Structure (SMILES): CNCSC
Gap between HOMO and LUMO (eV): 9.725

Quick one: most stable of them? i

i:
Formula: C2H8O3
Source: OMol25
Level of theory: ωB97M-V with the def2-TZVPD basis set

```
13
Properties=species:S:1:pos:R:3:lowdin_charge:R:1
C 0.30 0.26 0.29 -0.058
O 0.07 -0.52 -0.94 -0.186
C 0.37 0.02 -2.20 -0.302
O 1.75 0.33 -2.35 -0.044
H -0.27 1.18 0.10 0.083
H 1.35 0.53 0.49 0.083
H -0.11 -0.23 1.19 0.074
H 0.14 -0.70 -3.00 0.135
H -0.29 0.90 -2.33 0.123
H 1.94 1.19 -1.92 0.093
O -1.56 -1.32 3.67 -0.089
H -1.76 -0.53 4.22 0.048
H -1.93 -1.10 2.78 0.039
```

2S+1: 1
Structure (SMILES): COCO.O
Gap between HOMO and LUMO (eV): 10.844

ii:
Formula: C2H8O3
Source: OMol25
Level of theory: ωB97M-V with the def2-TZVPD basis set

```
13
Properties=species:S:1:pos:R:3:lowdin_charge:R:1
O 0.76 0.95 -0.54 -0.086
C -0.56 1.21 -0.23 -0.267
C -1.28 -0.07 -0.68 -0.297
O -1.05 -1.10 0.20 -0.052
H 0.88 1.17 -1.49 0.111
H -0.73 1.45 0.83 0.131
H -0.87 2.08 -0.83 0.120
H -2.38 0.03 -0.70 0.126
H -0.94 -0.26 -1.72 0.121
H -0.09 -1.25 0.23 0.078
O 2.10 -1.78 1.51 -0.080
H 1.93 -1.48 2.43 0.056
H 2.22 -0.95 1.00 0.038
```

2S+1: 1
Structure (SMILES): OCCO.O
Gap between HOMO and LUMO (eV): 10.648

Quick one: most stable of them? ii